# 1
128
Properties=species:S:1:pos:R:3:lowdin_charge:R:1 method="wB97M-V/def2-TZVPD" relative_energy_kj_mol=1564.57 total_energy_ha=-2732.73327 max_force_ev_per_a=12.806 orbital_gap_ev=10.0 total_charge=0 smiles="CCOC(C)=O.CCOC(C)=O.CCOC(C)=O.CCOC(C)=O.CCOC(C)=O.CCOC(C)=O.CCOC(C)=O.CC(C)=O.CC(C)=O.CC(C)=O"
O -6.09 -43.84 26.22 0.10
C -5.89 -42.75 25.81 -0.54
O -6.68 -42.19 24.88 -0.03
C -7.78 -42.89 24.23 -0.18
C -8.38 -42.12 23.04 -0.05
C -4.71 -41.88 26.22 0.06
H -8.65 -43.13 25.00 0.15
H -7.22 -43.95 23.94 0.15
H -8.90 -41.38 23.48 0.03
H -8.97 -42.82 22.42 0.08
H -7.65 -41.63 22.40 0.08
H -4.31 -41.24 25.65 0.00
H -3.91 -42.59 26.36 0.09
H -4.63 -41.53 27.28 0.11
O -8.46 -55.82 23.18 0.09
C -9.64 -55.54 23.04 -0.40
O -10.52 -54.60 23.73 -0.06
C -10.03 -53.92 24.86 -0.28
C -10.75 -52.64 25.15 -0.05
C -10.49 -56.14 21.88 -0.01
H -8.94 -53.64 24.86 0.12
H -10.01 -54.69 25.62 0.13
H -10.63 -51.87 24.50 0.02
H -10.78 -52.41 26.15 0.06
H -11.86 -52.90 24.95 0.11
H -10.02 -56.23 20.87 0.08
H -11.37 -55.48 21.72 0.07
H -10.96 -57.21 22.14 0.13
O -11.23 -44.56 26.27 0.16
C -12.29 -44.76 26.53 -0.60
O -13.13 -44.13 27.43 -0.05
C -12.56 -42.90 28.11 -0.12
C -13.67 -42.27 29.02 -0.01
C -13.12 -45.94 25.76 0.02
H -12.27 -42.63 27.24 0.04
H -11.71 -43.18 28.84 0.14
H -13.28 -41.33 29.07 0.06
H -13.53 -42.74 29.84 0.00
H -14.58 -42.59 28.55 0.09
H -14.01 -46.64 26.23 0.14
H -12.24 -46.78 25.38 0.11
H -13.18 -45.44 24.81 0.00
O -10.83 -49.05 25.05 0.09
C -9.93 -48.85 24.27 -0.45
O -8.76 -48.11 24.65 -0.05
C -8.70 -47.35 25.91 -0.19
C -7.29 -46.83 26.02 -0.01
C -9.93 -49.16 22.86 0.03
H -8.94 -48.02 26.61 0.07
H -9.42 -46.51 26.05 0.12
H -7.22 -46.35 27.08 0.12
H -7.30 -46.17 25.33 -0.01
H -6.71 -47.62 26.11 0.03
H -10.07 -50.12 22.73 0.04
H -9.09 -48.80 22.22 0.11
H -10.76 -48.75 22.39 0.06
O -15.91 -49.06 22.57 0.07
C -14.68 -49.31 22.66 -0.44
O -13.74 -49.04 21.72 -0.02
C -14.01 -48.44 20.47 -0.27
C -12.90 -48.60 19.56 -0.06
C -14.02 -50.17 23.72 0.03
H -14.23 -47.42 20.60 0.10
H -14.91 -48.90 20.10 0.13
H -12.63 -49.62 19.23 0.11
H -12.14 -47.96 19.86 0.05
H -13.31 -47.88 18.82 0.11
H -13.26 -49.74 24.30 0.06
H -13.46 -50.87 23.45 -0.02
H -14.87 -50.70 24.35 0.15
O -5.95 -44.34 20.79 0.10
C -6.09 -45.20 21.63 -0.51
O -5.30 -45.35 22.74 -0.03
C -4.23 -44.46 22.95 -0.21
C -3.34 -45.12 24.01 -0.06
C -7.24 -46.12 21.70 0.02
H -4.42 -43.55 23.26 0.06
H -3.64 -44.38 21.98 0.16
H -2.91 -46.19 23.86 0.10
H -3.82 -45.41 24.92 0.06
H -2.39 -44.73 23.99 0.04
H -7.75 -45.95 22.63 0.07
H -6.99 -47.19 21.53 0.10
H -7.89 -46.16 20.90 0.06
O -4.58 -42.50 29.98 0.14
C -5.09 -43.34 30.61 -0.62
O -5.11 -44.61 30.48 0.03
C -4.54 -45.29 29.40 -0.20
C -4.66 -46.81 29.47 -0.04
C -5.79 -42.98 31.89 0.03
H -3.57 -45.18 29.36 0.06
H -5.06 -44.92 28.38 0.16
H -4.38 -47.13 28.46 0.08
H -5.79 -47.10 29.57 0.09
H -4.28 -47.28 30.24 0.02
H -6.24 -41.98 32.08 0.11
H -5.14 -43.34 32.65 0.08
H -6.60 -43.51 32.02 0.01
C -6.75 -50.86 24.36 0.00
C -6.16 -50.09 23.26 -0.43
O -6.68 -50.03 22.02 -0.04
C -5.00 -49.30 23.51 -0.04
H -7.59 -51.42 23.92 0.10
H -7.15 -50.20 24.99 0.04
H -6.09 -51.49 24.81 0.07
H -4.95 -48.53 24.26 0.07
H -4.59 -48.92 22.54 0.10
H -4.15 -50.13 23.56 0.15
C -10.34 -47.25 29.27 0.02
C -8.95 -46.67 29.59 -0.37
O -8.06 -47.50 30.05 -0.01
C -8.65 -45.24 29.37 -0.02
H -10.90 -46.70 28.66 0.03
H -10.86 -47.31 30.17 0.08
H -10.34 -48.22 29.08 0.04
H -8.70 -44.99 28.35 0.06
H -7.60 -44.99 29.62 0.08
H -9.22 -44.60 30.11 0.12
C -12.95 -43.98 20.97 -0.04
C -13.11 -45.04 21.96 -0.36
O -14.31 -45.45 22.57 -0.06
C -11.87 -45.71 22.47 -0.06
H -12.89 -42.98 21.41 0.10
H -13.63 -44.01 20.14 0.08
H -11.95 -44.19 20.44 0.11
H -11.25 -46.33 21.82 0.06
H -12.09 -46.67 23.16 0.12
H -11.16 -44.93 22.83 0.10

***

# 2
138
Properties=species:S:1:pos:R:3:lowdin_charge:R:1 method="wB97M-V/def2-TZVPD" total_energy_ha=-4636.38482 max_force_ev_per_a=3.111 orbital_gap_ev=7.7 total_charge=+1
Mg -3.04 3.01 -1.82 0.68
C -1.58 0.52 -0.66 -0.47
O -0.51 1.28 -0.15 -0.08
O -2.59 1.28 -1.01 -0.17
C -1.11 -0.41 -1.79 -0.50
F -0.43 -1.48 -1.28 0.09
F -2.11 -0.91 -2.51 0.14
F -0.25 0.23 -2.63 0.13
C 0.43 0.58 0.65 -0.24
C 1.39 1.65 1.14 -0.05
H 1.97 2.15 0.36 0.05
H 0.95 2.43 1.75 0.05
H 2.15 1.20 1.79 0.09
H 0.93 -0.28 0.20 0.10
H -0.09 0.19 1.54 0.11
H -1.88 -0.15 0.18 0.15
C 2.27 4.62 2.79 -0.09
C 2.21 5.68 3.78 -0.27
N 2.18 6.54 4.55 0.14
H 3.31 4.57 2.48 0.09
H 1.65 4.74 1.90 0.05
H 2.05 3.62 3.16 0.04
C -5.13 -0.31 0.77 -0.08
C -6.09 -0.44 1.85 -0.28
N -6.85 -0.55 2.70 0.13
H -4.78 0.72 0.70 0.07
H -5.56 -0.48 -0.22 0.09
H -4.29 -0.98 0.92 0.04
C 0.76 -2.59 5.48 -0.22
S 1.23 -1.82 3.90 0.88
O 2.66 -2.21 3.63 -0.56
C 0.30 -2.94 2.81 -0.26
H 1.07 -3.63 5.54 0.07
H -0.30 -2.42 5.65 0.03
H 1.33 -1.99 6.19 0.06
H 0.46 -2.58 1.79 0.00
H -0.75 -2.99 3.10 0.05
H 0.74 -3.93 2.89 0.06
C -3.42 2.47 -6.28 -0.22
S -4.10 1.82 -4.74 0.96
O -3.16 2.32 -3.66 -0.58
C -3.67 0.10 -4.99 -0.24
H -3.60 1.83 -7.15 0.07
H -2.34 2.53 -6.16 0.06
H -3.78 3.48 -6.46 0.06
H -2.65 -0.11 -5.32 0.06
H -4.36 -0.28 -5.74 0.07
H -3.88 -0.42 -4.06 0.05
C -2.48 6.56 -0.43 -0.22
S -2.97 5.20 0.65 0.98
O -3.27 4.05 -0.28 -0.57
C -1.37 4.81 1.38 -0.21
H -1.78 6.21 -1.19 0.03
H -2.05 7.35 0.20 0.07
H -3.29 6.98 -1.02 0.07
H -0.65 4.68 0.58 0.04
H -1.48 3.85 1.88 0.05
H -1.08 5.67 1.98 0.07
C 0.40 3.52 -4.16 -0.20
S -0.01 4.28 -2.57 0.95
O -1.22 3.52 -2.10 -0.57
C 1.35 3.60 -1.65 -0.25
H 1.49 3.42 -4.19 0.06
H 0.08 4.12 -5.00 0.06
H -0.01 2.51 -4.13 0.06
H 1.35 2.50 -1.66 0.07
H 1.20 3.79 -0.59 0.03
H 2.35 3.95 -1.89 0.08
C 6.25 3.44 -1.29 -0.02
C 5.63 2.47 -0.34 -0.52
O 4.82 2.82 0.47 0.05
C 6.17 1.06 -0.31 -0.01
H 5.82 4.42 -1.09 0.08
H 6.12 3.18 -2.34 0.08
H 7.32 3.51 -1.10 0.10
H 6.41 0.74 -1.33 0.08
H 5.45 0.33 0.05 0.07
H 7.03 1.08 0.36 0.10
C -4.37 -4.59 -1.91 -0.01
C -4.39 -3.79 -0.64 -0.49
O -5.38 -3.33 -0.16 0.08
C -3.04 -3.62 0.04 0.01
H -3.88 -4.02 -2.71 0.08
H -5.40 -4.71 -2.26 0.09
H -3.89 -5.56 -1.88 0.08
H -3.03 -4.28 0.91 0.10
H -3.01 -2.61 0.47 0.06
H -2.28 -3.75 -0.72 0.05
C -0.50 -2.44 -6.27 -0.01
C -0.98 -2.81 -4.89 -0.50
O -2.16 -2.89 -4.67 0.05
C 0.04 -2.94 -3.79 -0.02
H 0.19 -3.19 -6.66 0.09
H 0.05 -1.50 -6.10 0.09
H -1.35 -2.32 -6.93 0.08
H 0.68 -2.06 -3.85 0.09
H 0.63 -3.85 -3.91 0.10
H -0.47 -2.99 -2.84 0.04
C -2.58 -0.94 4.00 -0.01
C -1.88 0.24 4.64 -0.51
O -1.24 0.13 5.64 0.08
C -2.05 1.54 3.91 -0.01
H -3.66 -0.75 4.10 0.09
H -2.30 -1.85 4.53 0.07
H -2.36 -1.07 2.94 0.07
H -1.54 1.54 2.95 0.06
H -1.61 2.33 4.53 0.09
H -3.13 1.75 3.88 0.09
C 3.70 2.22 4.73 -0.03
C 4.65 1.11 5.15 -0.50
O 5.16 1.12 6.23 0.09
C 4.83 -0.02 4.18 -0.02
H 4.09 2.79 3.88 0.07
H 3.55 2.92 5.55 0.09
H 2.72 1.79 4.52 0.08
H 5.54 0.31 3.41 0.09
H 3.90 -0.36 3.72 0.04
H 5.28 -0.89 4.66 0.09
C 3.00 -2.33 -1.29 -0.02
C 3.58 -2.52 0.09 -0.48
O 4.76 -2.63 0.27 0.08
C 2.60 -2.73 1.22 -0.05
H 2.33 -1.47 -1.34 0.06
H 2.50 -3.26 -1.56 0.07
H 3.82 -2.16 -1.99 0.08
H 2.28 -3.77 1.24 0.10
H 1.68 -2.15 1.12 0.03
H 2.98 -2.45 2.21 0.01
C -0.83 -7.19 -0.10 0.00
C -0.11 -5.88 0.10 -0.48
O 0.26 -5.47 1.17 0.07
C 0.11 -5.01 -1.12 -0.04
H -0.14 -8.02 -0.27 0.09
H -1.47 -7.16 -0.97 0.07
H -1.42 -7.33 0.80 0.09
H -0.66 -5.20 -1.89 0.07
H 1.05 -5.21 -1.62 0.09
H -0.14 -3.98 -0.88 0.05

***

# 3
188
Properties=species:S:1:pos:R:3:lowdin_charge:R:1 method="wB97M-V/def2-TZVPD" relative_energy_kj_mol=755.00 total_energy_ha=-11419.03411 max_force_ev_per_a=11.946 orbital_gap_ev=1.1 total_charge=-2
C -4.06 -6.17 -5.41 0.04
C -4.35 -4.71 -5.31 -0.34
O -3.53 -3.84 -5.06 0.16
N -5.81 -4.28 -5.50 0.11
H -6.31 -4.91 -6.11 0.17
H -6.43 -4.20 -4.71 0.19
C -5.90 -2.95 -6.22 0.03
H -4.73 -6.68 -4.72 0.11
H -3.01 -6.46 -5.28 0.11
H -4.36 -6.52 -6.40 0.10
H -6.54 -2.34 -5.59 0.11
H -6.31 -3.07 -7.22 0.11
H -4.91 -2.50 -6.22 0.10
C -6.77 7.98 -3.93 0.02
C -7.40 7.13 -5.06 -0.42
C -6.34 6.37 -5.91 -0.11
C -5.54 5.21 -5.30 -0.15
C -6.52 4.23 -4.70 -0.15
C -7.63 4.75 -3.77 -0.44
N -8.19 6.01 -4.34 0.17
O -9.56 6.35 -3.97 0.13
C -7.05 5.07 -2.40 0.01
C -8.72 3.61 -3.79 0.01
C -8.29 7.94 -5.95 -0.03
H -5.94 7.49 -3.44 0.09
H -7.56 8.24 -3.22 0.10
H -6.33 8.91 -4.28 0.12
H -5.55 7.04 -6.24 0.15
H -6.84 6.03 -6.81 0.12
H -4.83 5.54 -4.54 0.12
H -4.92 4.74 -6.07 0.13
H -5.94 3.43 -4.24 0.14
H -7.02 3.76 -5.55 0.12
H -7.71 5.57 -1.68 0.11
H -6.19 5.75 -2.38 0.08
H -6.73 4.17 -1.88 0.11
H -8.28 2.76 -3.27 0.11
H -8.83 3.33 -4.84 0.08
H -9.74 3.87 -3.53 0.09
H -9.16 8.31 -5.40 0.09
H -8.77 7.41 -6.77 0.10
H -7.86 8.83 -6.41 0.12
C -1.75 -0.27 0.39 0.00
C -0.33 0.52 0.35 -0.39
C 0.73 -0.17 1.34 -0.08
C 2.27 -0.19 0.89 -0.14
C 2.50 -0.48 -0.60 -0.12
C 1.60 0.32 -1.61 -0.39
N 0.12 0.34 -1.08 0.14
O -0.80 0.73 -2.05 0.12
C 1.61 -0.41 -2.98 -0.02
C 2.11 1.76 -1.77 0.01
C -0.47 2.03 0.67 0.02
H -2.51 0.04 -0.33 0.07
H -2.12 -0.05 1.39 0.09
H -1.75 -1.34 0.18 0.08
H 0.45 -1.21 1.52 0.11
H 0.70 0.25 2.35 0.12
H 2.72 -0.93 1.55 0.12
H 2.73 0.74 1.22 0.12
H 2.31 -1.54 -0.74 0.12
H 3.56 -0.37 -0.80 0.14
H 1.35 -1.47 -3.04 0.09
H 2.58 -0.29 -3.47 0.10
H 0.95 0.13 -3.67 0.08
H 3.01 1.80 -2.39 0.12
H 2.30 2.19 -0.79 0.09
H 1.44 2.47 -2.26 0.11
H -0.67 2.00 1.74 0.11
H -1.30 2.57 0.21 0.10
H 0.49 2.53 0.52 0.10
C 7.64 -5.31 -4.05 -0.09
C 8.13 -5.17 -2.56 -0.20
C 8.06 -6.52 -1.81 -0.08
N 8.41 -6.45 -0.28 -0.24
C 7.35 -5.61 0.49 0.05
C 8.46 -7.83 0.33 -0.11
C 9.87 -8.40 0.09 -0.14
C 10.68 -7.19 -0.38 -0.14
C 9.85 -5.95 -0.04 -0.08
H 7.58 -4.33 -4.54 0.08
H 6.61 -5.66 -4.09 0.07
H 8.32 -5.82 -4.73 0.07
H 7.44 -4.44 -2.13 0.11
H 9.09 -4.64 -2.56 0.11
H 8.82 -7.19 -2.21 0.12
H 7.03 -6.86 -1.81 0.13
H 7.51 -5.70 1.56 0.11
H 6.32 -5.86 0.24 0.11
H 7.49 -4.55 0.27 0.11
H 8.28 -7.86 1.41 0.14
H 7.64 -8.38 -0.13 0.14
H 10.18 -8.77 1.07 0.12
H 9.95 -9.25 -0.58 0.12
H 11.66 -7.15 0.10 0.13
H 10.76 -7.22 -1.46 0.11
H 9.86 -5.75 1.03 0.14
H 10.00 -4.99 -0.53 0.14
C 0.32 -3.54 7.63 -0.07
C -1.01 -3.34 8.35 -0.24
C -2.24 -3.38 7.38 -0.10
N -3.59 -3.01 8.05 -0.22
C -4.10 -4.00 9.19 0.06
C -4.73 -3.03 6.95 -0.07
C -5.51 -1.73 7.12 -0.13
C -4.92 -1.02 8.37 -0.12
C -3.52 -1.58 8.56 -0.12
H 1.06 -3.80 8.39 0.09
H 0.67 -2.62 7.16 0.09
H 0.18 -4.39 6.96 0.08
H -1.03 -2.36 8.81 0.10
H -1.13 -4.01 9.20 0.11
H -2.38 -4.38 6.98 0.13
H -2.09 -2.62 6.62 0.13
H -4.15 -4.95 8.66 0.10
H -5.08 -3.85 9.65 0.11
H -3.32 -3.96 9.96 0.09
H -5.36 -3.89 7.16 0.12
H -4.24 -3.15 5.98 0.13
H -6.58 -1.93 7.12 0.12
H -5.42 -1.09 6.24 0.12
H -5.48 -1.29 9.27 0.11
H -4.84 0.07 8.33 0.13
H -3.21 -1.52 9.61 0.14
H -2.77 -1.11 7.92 0.14
N 0.51 5.26 9.13 -0.25
S -1.02 5.17 8.40 0.56
O -1.24 4.15 7.36 -0.33
O -1.76 6.42 8.24 -0.30
F -1.69 4.43 9.68 -0.25
S 1.11 5.52 7.77 0.45
O 0.84 6.80 7.02 -0.31
O 1.41 4.30 6.98 -0.33
F 2.56 5.77 8.47 -0.24
N -0.29 10.94 -0.66 -0.26
S 0.17 9.75 -1.47 0.46
O 1.61 9.50 -1.37 -0.30
O -0.64 9.13 -2.56 -0.33
F -0.42 8.77 -0.28 -0.29
S -0.14 11.95 -1.98 0.54
O -1.31 12.04 -2.81 -0.31
O 1.19 12.15 -2.55 -0.28
F -0.38 13.28 -1.07 -0.24
N -9.27 -3.24 -1.99 -0.32
S -10.75 -3.25 -2.05 0.42
O -11.42 -2.00 -1.77 -0.30
O -11.39 -4.55 -1.70 -0.32
F -10.79 -3.11 -3.64 -0.24
S -9.09 -3.24 -0.34 0.59
O -9.79 -4.31 0.35 -0.29
O -8.97 -1.92 0.32 -0.31
F -7.59 -3.82 -0.55 -0.24
N 9.13 0.34 7.20 -0.29
S 7.65 0.62 7.03 0.48
O 6.76 0.34 8.18 -0.33
O 7.12 0.35 5.70 -0.32
F 7.77 2.28 6.93 -0.24
S 9.15 -1.26 6.78 0.55
O 9.31 -1.65 5.36 -0.32
O 8.43 -2.16 7.62 -0.30
F 10.67 -1.54 7.27 -0.24
N 2.47 -8.88 -0.07 -0.26
S 1.27 -7.96 -0.21 0.43
O 1.25 -6.70 0.56 -0.32
O 0.00 -8.58 -0.55 -0.32
F 1.73 -7.38 -1.69 -0.26
S 2.06 -9.27 1.50 0.53
O 0.73 -9.64 1.93 -0.28
O 2.96 -8.68 2.46 -0.30
F 2.82 -10.66 1.40 -0.22
N 1.83 8.32 -9.14 -0.27
S 2.17 7.35 -7.84 0.60
O 1.37 6.17 -7.56 -0.30
O 2.75 8.08 -6.67 -0.30
F 3.47 6.75 -8.55 -0.22
S 0.45 8.60 -8.81 0.36
O 0.16 9.28 -7.57 -0.30
O -0.55 7.61 -9.32 -0.36
F 0.28 9.91 -9.66 -0.21
N 10.94 2.14 -1.52 -0.25
S 9.36 2.39 -2.15 0.61
O 8.30 3.05 -1.33 -0.31
O 8.93 1.37 -3.09 -0.32
F 9.77 3.64 -3.12 -0.23
S 10.40 1.58 -0.26 0.38
O 9.58 0.37 -0.32 -0.33
O 10.35 2.42 0.93 -0.29
F 11.83 0.91 0.05 -0.25